Density functional theory data (wB97M-V/def2-TZVPD) for a cluster of 4 separate species, C2H12NO3 in total in a non-equilibrium geometry.

XYZ file:
```
18
Properties=species:S:1:pos:R:3:lowdin_spin:R:1
C 0.4306 -1.1341 -1.7436 0.3722
C -0.7143 -1.4080 -2.4118 0.4050
N 0.3374 0.2782 -1.0593 0.0410
H 1.4130 -1.5727 -1.5845 0.0277
H -0.7944 -2.3272 -3.1477 0.0344
H -1.6772 -0.9060 -2.3490 0.0601
H 1.0763 0.9176 -1.3926 0.0055
H -0.5304 0.6895 -1.1237 0.0061
H 0.4833 0.3767 0.0601 0.0148
H 2.1370 3.0831 -0.2044 0.0004
H 1.0899 3.3693 -1.2361 0.0002
O 1.2463 2.7271 -0.5688 0.0039
H 2.2611 1.8721 3.6646 0.0001
H 0.9450 1.8868 4.4536 0.0001
O 1.4535 1.4042 3.6495 0.0014
H -3.6718 -3.1008 1.0713 0.0015
H -2.8277 -2.2247 0.3472 0.0096
O -2.7702 -2.7262 1.1428 0.0161
```

2S+1: 2
Expectation value of S²: 0.75

Density functional theory data (wB97M-V/def2-TZVPD) for a cluster of 3 separate species, C2H12NO3 in total in a non-equilibrium geometry.

XYZ file:
```
18
Properties=species:S:1:pos:R:3:nbo_charge:R:1
C 1.8883 0.0103 1.4571 -0.0861
O 0.8940 -0.6765 2.2116 -0.7351
C 1.4784 -0.0833 -0.0149 -0.2395
N -0.0179 -0.1735 -0.1656 -0.6817
H 2.9036 -0.3634 1.5314 0.2077
H 1.8131 1.0704 1.7208 0.1801
H 1.2108 -0.7437 3.1122 0.4996
H 1.8085 0.7552 -0.6283 0.2271
H 1.8707 -0.9326 -0.5753 0.2190
H -0.5758 0.4936 0.3629 0.4546
H -0.2668 -1.1003 0.1438 0.4406
H -0.2506 -0.0323 -1.1521 0.4707
H -0.0896 -0.3614 -3.4581 0.4879
H -1.3825 0.3229 -3.4100 0.5032
O -0.7649 -0.1311 -2.8386 -0.9559
H -2.8391 1.6154 0.4430 0.4844
H -3.5172 0.4131 -0.1508 0.4962
O -2.6593 0.8446 -0.0676 -0.9727
```

Total charge: +1

Density functional theory data (wB97M-V/def2-TZVPD) for a cluster of 4 separate species, C2H12NO3 in total in a non-equilibrium geometry.

XYZ file:
```
18
Properties=species:S:1:pos:R:3:nbo_charge:R:1
C 1.8260 0.9385 -0.6650 -0.0537
C 2.1699 2.2890 -0.5269 -0.3492
N 0.4771 0.5683 -0.3135 -0.7043
H 2.1550 0.4710 -1.6178 0.2097
H 2.8962 2.5916 -1.2471 0.2223
H 2.3840 2.6154 0.5936 0.2485
H 0.0185 1.4181 0.0874 0.4733
H 0.0427 0.2493 -1.1764 0.4773
H 0.4729 -0.1344 0.3244 0.4291
H -0.1456 -1.4054 -2.8882 0.4978
H -1.1675 -0.3695 -3.2968 0.5082
O -0.6916 -0.7007 -2.4830 -0.9668
H -2.3207 -4.3038 1.2517 0.4716
H -2.0321 -3.7188 2.5952 0.4717
O -1.7201 -3.7318 1.6916 -0.9430
H -1.8378 1.5259 2.4687 0.4955
H -0.4782 1.4977 2.8169 0.4832
O -1.0012 1.4600 1.9707 -0.9712
```

Total charge: +1

Density functional theory data (wB97M-V/def2-TZVPD) for a cluster of 3 separate species, C2H12NO3 in total in a non-equilibrium geometry.

XYZ file:
```
18
Properties=species:S:1:pos:R:3:nbo_charge:R:1
C -0.2761 -1.7059 1.6815 -0.0999
O 0.1641 -0.7851 2.6796 -0.7406
C -0.0098 -1.1585 0.3063 -0.2375
N -0.0735 0.3524 0.3565 -0.7046
H 0.3917 -2.5711 1.7486 0.2045
H -1.2899 -2.0206 1.9032 0.1989
H -0.1917 -1.0175 3.5269 0.5018
H -0.7332 -1.5507 -0.4064 0.2451
H 0.9848 -1.3638 -0.0782 0.2255
H -0.7139 0.8143 -0.3300 0.4763
H -0.3983 0.6562 1.2822 0.4508
H 0.8282 0.8181 0.2541 0.4401
H 2.4881 0.8840 -2.2790 0.4633
H 2.9856 2.1580 -2.9370 0.4871
O 2.2435 1.8111 -2.4395 -0.9495
H -2.8145 1.2263 -1.6448 0.5007
H -1.7213 2.1316 -2.0635 0.5033
O -1.8638 1.3211 -1.5606 -0.9652
```

Total charge: +1

Quick rundown of DFT total energy, same order as above: -9895.799, -9895.190, -9892.503, -9894.864 eV